Here is C32H50N12O2PSTi as an isolated structure from OMol25. Energies are from ωB97M-V with the def2-TZVPD basis set.

Positions of all 99 atoms, in Å:
Ti 0.23 -0.38 -0.15
H 1.34 -3.81 -0.53
H -3.41 -3.71 -2.69
H -1.62 -1.00 -4.86
H 6.21 1.92 -3.86
C 2.19 -2.24 -3.18
C -3.69 -1.43 1.13
H -0.60 -4.05 0.34
H 3.04 -1.49 -5.02
H -2.26 -3.38 3.50
H -3.27 0.91 -0.30
H 2.49 -2.96 -2.41
H 0.55 -6.69 -1.15
C 2.00 2.22 -2.86
H -2.42 -6.11 -0.82
N -1.32 -1.27 1.09
N 2.46 1.85 -0.78
C -2.46 0.19 -0.45
H 4.60 -5.24 1.39
H -1.22 -6.32 0.44
C 5.70 1.84 -1.12
H 0.58 -2.47 -5.78
H -3.88 -3.00 -5.24
H 3.67 4.32 -2.49
C -0.04 3.12 2.43
H 4.86 2.95 -4.32
H 2.58 -4.50 -4.71
N -0.28 -4.12 -1.75
H -5.08 -2.08 -3.33
N 2.00 -3.91 0.25
C -3.09 -2.67 -2.66
H 4.98 1.03 -1.01
C 0.89 -3.19 -5.02
C 2.52 -5.22 0.67
N -1.79 -2.50 -3.36
H -0.24 -2.38 2.45
O -0.14 -1.62 -1.49
N 3.64 -3.36 1.56
H 2.41 1.77 4.32
H 2.90 -5.76 -0.18
H 2.65 -3.60 -6.23
H -3.01 -2.36 -1.61
C 3.92 3.51 -1.80
H -0.79 -7.38 -2.05
H 1.03 3.84 4.16
H -1.13 -5.33 -3.30
N 0.82 -2.55 -3.67
C -2.36 -2.70 2.67
N -1.17 0.86 -0.27
H 4.29 -2.76 2.04
C 2.71 -2.91 0.74
H -4.65 -1.10 0.74
C -0.28 -5.34 -2.60
C 1.68 1.89 3.53
N 1.16 1.29 -2.46
S 2.59 -1.22 0.38
C 3.64 -4.83 1.67
C 2.36 -3.54 -5.18
C -4.04 -1.80 -3.47
C -0.15 2.07 1.55
H 3.40 -5.13 2.69
C -0.42 -6.47 -1.59
H 0.64 -5.40 -3.18
C -3.61 -2.34 2.17
H -3.89 -1.28 -5.60
H -0.71 3.96 2.32
C 3.06 -2.41 -4.42
C 5.21 2.24 -3.57
H 3.94 3.92 -0.79
C -1.39 -5.90 -0.55
O -2.20 2.75 0.57
N 0.62 0.96 1.61
H -4.51 -2.75 2.60
H 5.96 3.68 -2.18
H -3.93 -0.74 -3.19
C -1.23 -2.14 2.10
C -1.14 -4.38 -0.55
C -1.26 2.00 0.56
H 4.09 -2.64 -4.17
N 2.79 2.57 -1.83
H 2.23 -1.24 -2.76
P -0.38 -2.69 -2.61
C -2.02 -2.01 -4.76
C -2.52 -0.89 0.61
H 5.83 2.31 -0.14
C 1.52 0.88 2.60
H 6.65 1.40 -1.41
C 0.91 3.03 3.44
H 2.05 2.66 -3.85
H -1.55 -2.66 -5.48
H 0.24 -4.06 -5.08
C -3.55 -2.03 -4.89
H -2.55 -0.22 -1.46
H 2.12 -0.01 2.63
H -2.07 -3.82 -0.59
N 1.49 1.10 -1.18
C 5.25 2.85 -2.17
H 4.57 1.35 -3.60
H 1.73 -5.81 1.15

The value obtained for the energy relative to the best compared isomer or geometry (same formula, charge and spin) is 15.72 kcal per mole. The maximum force is 0.009 hartree/bohr. The HOMO energy comes out at -0.61894 Eh. The calculation puts the LUMO energy at -9.2 eV. Its charge is +3. The calculation puts the total energy at -99194.4668 eV.

Atomic partial charges in e from the Mulliken method, atoms 1 to 6:
1 Ti -0.288
2 H -0.535
3 H 0.204
4 H 0.370
5 H 0.430
6 C 0.626

---

Here is C32H51As4OPTi as an isolated structure from OMol25. Energies are from ωB97M-V with the def2-TZVPD basis set.

Positions of all 90 atoms, in Å:
C -4.44 -1.17 -2.35
H -0.59 1.37 -4.66
H 2.11 2.61 1.23
H -0.27 -3.14 -3.44
C -6.14 0.33 -3.13
C 0.58 4.32 -2.07
C -0.59 -3.97 -0.16
C 4.63 1.79 1.43
H 6.38 -0.32 0.24
H 0.28 -4.96 -1.86
Ti -0.52 0.23 -0.44
C -3.57 0.21 2.39
H -1.62 -1.24 -2.71
C -0.54 2.47 2.68
C 2.48 -2.56 -0.14
As -0.57 2.95 -2.72
C -4.70 1.02 -1.33
H -5.37 -3.12 3.18
H -5.81 -1.63 -3.92
H 3.03 1.41 -0.77
C -4.86 -1.16 3.89
H 0.07 2.87 3.48
C -1.74 -1.89 -0.63
C -4.04 -0.21 -1.42
H 5.55 -1.74 -0.45
C 6.39 -0.72 3.27
H -0.33 -4.76 0.53
H 1.98 -2.86 0.78
H -3.12 1.16 2.14
H 0.79 -0.14 4.12
H 2.43 2.00 2.85
C 3.59 -0.40 2.17
As 1.90 -0.81 -0.75
C -2.40 3.46 -2.74
H 4.79 2.06 2.47
C 2.23 1.70 1.82
H 2.70 -1.04 2.06
H 5.53 1.30 1.06
As 5.15 -1.68 2.12
H 4.48 2.71 0.85
C 3.41 0.85 1.31
H -3.97 -2.15 -2.39
H 7.29 -1.33 3.36
P -2.85 -0.56 -0.14
H 2.28 -3.28 -0.92
C -4.22 0.05 3.60
C 2.32 -0.85 -2.65
C -0.24 -4.07 -1.51
C -4.21 -2.05 1.74
H -0.14 3.02 -5.14
H -0.83 -0.51 3.47
C 3.25 0.51 -0.18
H -5.37 -1.28 4.83
H 3.36 -1.16 -2.75
H -6.98 0.54 -3.79
H -1.64 -2.83 1.32
H 0.53 5.15 -2.77
H 5.96 -0.62 4.27
C -4.86 -2.20 2.96
C 6.09 -1.36 0.42
C -5.76 1.28 -2.19
H 3.55 -2.51 0.04
H -1.48 2.12 3.10
H 7.00 -1.94 0.50
H -4.26 0.86 4.32
H 3.59 -0.10 3.22
C -1.32 -2.88 0.29
H 2.20 0.14 -3.08
C 0.01 2.24 -4.39
H -4.24 -2.85 1.02
H 6.67 0.26 2.89
H -4.43 1.74 -0.58
H 1.68 -1.56 -3.17
H -2.52 4.23 -3.50
C -5.49 -0.89 -3.21
H 0.61 -1.38 2.86
C -3.55 -0.84 1.47
O -0.45 1.62 -1.54
H -3.02 2.60 -2.98
C -1.28 -1.95 -1.97
As 0.42 0.97 1.91
H 1.60 3.95 -2.03
H -6.29 2.22 -2.11
H 1.06 2.00 -4.34
H -0.72 3.25 1.94
C 0.23 -0.43 3.23
C -0.54 -3.05 -2.40
H 4.18 0.09 -0.56
H 0.23 4.65 -1.09
H -2.67 3.87 -1.76

The value obtained for the energy relative to the best compared isomer or geometry (same formula, charge and spin) is 0.00 kcal per mole. The maximum force is 0.005 hartree/bohr. The HOMO energy comes out at -0.62858 Eh. The calculation puts the LUMO energy at -12.9 eV. Its charge is +4. The calculation puts the total energy at -311779.0816 eV.

Atomic partial charges in e from the Mulliken method, atoms 1 to 6:
1 C -0.457
2 H 0.414
3 H 0.556
4 H 0.712
5 C -0.560
6 C -1.075

---

Here is C32H51BCl2N2O2P2PtS as an isolated structure from OMol25. Energies are from ωB97M-V with the def2-TZVPD basis set.

Positions of all 94 atoms, in Å:
H -3.28 -1.93 -3.84
N -1.58 1.51 0.28
P 2.09 -0.60 0.76
C -0.74 1.82 2.37
H 0.30 2.83 -0.89
H 3.77 -3.08 3.03
H -3.65 3.24 1.25
S -1.40 -1.73 -0.15
B -0.37 0.81 0.39
H 0.45 4.13 -2.05
C 4.42 0.89 1.46
H -3.07 -0.68 4.31
C 1.59 -3.19 1.48
H -1.77 3.48 5.10
C 3.46 0.60 0.29
P -1.28 0.81 -2.25
H -4.27 -2.11 5.56
C -2.40 1.46 -0.91
H -4.31 0.03 -4.35
C -2.63 -3.12 5.57
H 1.32 -2.66 -4.70
H 2.16 1.76 -1.02
C -2.62 -1.43 3.67
H -3.28 0.82 -0.80
O -1.89 -3.87 6.14
H 5.05 0.04 1.70
C -2.80 3.44 3.23
H -3.33 -1.44 -2.15
C -0.21 3.34 -1.70
C 4.30 0.11 -0.90
H 3.37 -2.80 -0.67
H 3.52 2.65 -0.36
H 3.72 -0.41 -1.65
C -1.80 2.16 1.50
H 5.11 -0.54 -0.59
H -2.10 -0.76 -5.54
H 0.89 -2.85 2.24
C -2.83 2.98 1.92
C -2.34 -0.05 -3.52
H 4.76 0.98 -1.37
C 0.73 2.25 -3.71
H 1.07 -3.34 0.53
C 2.76 -2.22 1.35
H 1.56 1.97 -3.07
C -2.37 -2.72 4.14
C -1.64 -2.02 1.55
C -0.72 2.28 3.68
C -1.80 -3.67 3.30
H -1.19 4.21 -3.90
H 5.08 1.70 1.14
C -1.58 3.20 -3.76
C -1.43 -3.33 2.02
H 4.71 -2.22 0.35
C 3.41 -2.09 2.74
Cl 0.80 -2.97 -2.42
H -0.58 -0.71 -4.64
H -2.74 2.45 -1.21
H -1.69 2.76 -4.75
H 2.12 2.32 0.66
N 0.14 0.97 1.69
Cl 2.11 -0.71 -3.64
C -2.71 -1.45 -3.04
H -0.98 -4.07 1.37
C 1.84 -2.45 -3.77
C 1.26 0.22 2.21
H -1.83 -2.08 -2.87
H 0.98 3.22 -4.15
H -1.63 -4.67 3.69
H 0.94 -0.54 2.93
H -3.60 4.08 3.58
C -1.76 3.10 4.09
C -0.56 2.44 -2.90
C 3.77 -2.78 0.35
C -1.52 -0.18 -4.82
H 3.93 1.23 2.37
C 2.76 1.90 -0.12
H 0.64 1.53 -4.52
H -1.31 0.78 -5.28
H 2.79 -2.97 -3.70
H 1.98 0.87 2.71
C -2.28 -1.09 2.37
H 4.00 -3.80 0.64
Pt 0.39 -0.45 -0.96
H 2.70 -1.77 3.50
H -3.52 1.59 -4.42
H -4.18 1.00 -2.89
H -2.53 -0.11 1.99
H -2.56 3.29 -3.30
O -3.69 -2.58 6.18
H -1.09 3.83 -1.27
H 4.26 -1.42 2.76
H 1.98 -4.16 1.80
C -3.65 0.71 -3.80
H 0.08 2.02 4.36

The value obtained for the energy relative to the best compared isomer or geometry (same formula, charge and spin) is 0.00 kcal per mole. The maximum force is 0.008 hartree/bohr. The HOMO energy comes out at -0.49330 Eh. The calculation puts the LUMO energy at -8.2 eV. Its charge is +2. The calculation puts the total energy at -99458.0833 eV.

Atomic partial charges in e from the Mulliken method, atoms 1 to 6:
1 H 0.670
2 N 0.799
3 P 0.740
4 C 0.516
5 H 0.172
6 H 0.535

---

Here is C32H51BClO29PTa as an isolated structure in a non-equilibrium geometry from OMol25. Energies are from ωB97M-V with the def2-TZVPD basis set.

Positions of all 116 atoms, in Å:
C -11.00 -4.41 1.09
H -0.12 -4.52 -0.23
Ta -3.05 -2.62 -0.86
C -2.68 -0.83 -3.49
H -3.22 -4.68 -3.63
H -6.07 -4.61 1.27
H 5.58 10.22 -4.21
O 6.64 4.96 -1.98
O -9.97 -5.40 1.00
H 7.51 3.11 -1.74
C 4.78 -5.01 4.73
O 3.91 7.97 -4.14
H 5.99 4.25 0.67
O -0.26 -4.48 0.72
C -0.30 0.61 3.06
H 5.68 -0.54 1.36
H -9.39 -3.06 -5.33
H -2.28 0.14 -3.19
H -3.74 -4.44 1.24
H 5.75 3.15 -1.48
H 5.79 7.18 -3.84
O -5.18 0.23 -0.15
H -1.51 -4.68 -1.91
O -9.18 -3.84 2.36
H -7.43 -2.97 -2.97
C 5.63 -3.51 3.26
H -2.13 -2.86 -3.53
O 12.29 5.75 4.18
O 4.44 -3.89 2.75
H 1.81 2.37 2.65
C -0.06 2.28 1.55
H -3.03 0.22 0.91
O 4.60 1.20 1.01
C -5.64 -4.08 0.41
P -3.71 -0.06 -0.30
H -6.40 -2.34 -0.73
H 5.09 -5.97 5.12
O -10.08 -3.73 -3.51
H 2.98 -0.26 2.77
O -1.17 -3.18 2.44
C -8.99 -3.49 -4.41
H -4.53 -2.77 -1.89
H 4.23 -4.46 5.49
C 6.68 3.68 -1.32
H -4.33 -1.68 -4.51
H -3.87 0.05 -4.99
H -1.00 -1.85 -2.61
H 0.49 2.40 0.62
H 4.49 -0.93 3.42
B -0.93 -3.33 1.09
C 9.44 6.67 2.56
H -7.61 -3.53 -0.26
C 6.92 4.08 0.13
H 2.93 -5.09 3.52
Cl -4.41 -2.36 2.14
C 5.26 8.12 -3.69
H -7.64 -1.76 -4.25
H 0.64 3.60 3.17
O 7.61 5.33 -0.02
H 9.97 5.07 1.18
H -9.80 -2.61 0.83
C 4.65 -0.20 1.36
O 5.93 -4.24 4.35
H 4.07 -0.78 0.65
H 9.44 7.76 2.55
H -0.92 -2.32 2.80
C -8.15 -2.49 -3.62
C 3.81 8.41 -5.41
H -3.10 0.88 -1.18
H -10.82 -2.58 2.29
H -6.96 -2.42 0.95
H 5.28 8.39 -2.64
O 4.69 3.12 2.17
O -0.62 -0.43 3.55
C 7.31 5.85 -1.23
O -4.39 -5.89 -2.55
C -8.98 -5.07 1.85
O 0.23 1.65 3.75
C 4.58 1.92 2.14
H 7.53 3.38 0.68
C -10.24 -3.21 1.62
H -2.64 -5.43 -0.72
C 5.77 9.22 -4.61
O -0.36 0.90 1.75
H -0.99 2.85 1.50
C -3.67 -0.83 -4.39
C 4.01 -5.09 3.41
O 6.30 -2.64 2.80
O 2.87 8.26 -6.12
H 10.33 6.70 0.56
O 11.58 6.01 2.06
H 6.82 9.13 -4.88
O -9.15 -1.84 -2.82
C -6.70 -3.02 0.07
C 10.28 6.08 1.45
H -11.44 -4.24 0.11
O -11.11 -2.50 -1.93
O 10.13 6.22 3.73
H -5.51 -4.80 -0.40
O 4.42 1.14 3.22
C 0.75 2.59 2.80
C -4.25 -3.56 0.82
O -1.38 -2.40 0.18
C -10.19 -2.67 -2.68
O -8.05 -5.77 2.10
C 11.42 5.97 3.41
H 4.32 -5.94 2.80
H -11.77 -4.76 1.79
O 7.61 6.95 -1.57
C 4.06 -0.18 2.77
H -8.48 -4.42 -4.62
C -3.45 -5.13 -2.64
H 8.41 6.31 2.58
C -2.06 -2.01 -2.84
O 4.96 9.04 -5.78
C -2.55 -4.73 -1.56

The value obtained for the energy relative to the best compared isomer or geometry (same formula, charge and spin) is 0.00 kcal per mole. The maximum force is 0.043 hartree/bohr. The HOMO energy comes out at -0.18745 Eh. The calculation puts the LUMO energy at 1.3 eV. Its charge is -1. The calculation puts the total energy at -117431.9530 eV.

Atomic partial charges in e from the Mulliken method, atoms 1 to 6:
1 C -0.346
2 H 0.296
3 Ta 1.358
4 C -0.184
5 H 0.234
6 H 0.397

---

Here is C32H51IN3O5P2S as an isolated structure in a non-equilibrium geometry from OMol25. Energies are from ωB97M-V with the def2-TZVPD basis set.

Positions of all 95 atoms, in Å:
H 1.60 2.75 2.32
O -4.93 3.62 -3.75
C 3.13 -1.04 -4.02
C 0.10 3.12 -1.31
C -0.23 1.65 -1.03
N -1.17 -3.28 -1.11
C 0.88 -6.45 6.62
H 0.95 3.40 -0.71
C -1.27 -0.06 0.59
H 5.20 -0.48 -6.64
C 0.90 -4.63 4.54
C 3.95 -0.61 -2.99
H -1.99 1.87 0.11
C 3.58 -0.99 -5.34
C 0.44 3.44 -2.82
H -2.99 3.37 -3.13
C 2.43 0.14 4.63
C 2.80 -1.12 4.18
C 3.04 0.68 5.76
H -1.07 -1.05 -2.27
H -4.57 1.57 -4.90
C 0.66 -5.97 4.27
C 4.01 -0.05 6.43
H -0.76 3.73 -1.03
H 1.94 1.46 -1.02
H 1.32 -3.14 6.03
C -5.61 4.43 -2.80
H 1.66 0.71 4.11
H -1.30 -0.15 1.68
C 3.77 -1.85 4.85
C -3.90 2.79 -3.26
C 1.13 -4.19 5.83
C -3.92 -0.82 -1.80
H -2.88 2.03 -5.00
H 2.13 -1.41 -3.81
H -0.23 4.23 -3.13
O -3.22 0.47 -3.76
C 1.12 -5.10 6.88
C 0.65 -6.88 5.32
H -5.14 0.41 -3.04
H -6.49 3.91 -2.41
H -1.44 1.86 3.44
C 1.18 -0.25 -0.02
C 4.85 -0.52 -5.61
H 4.05 -2.83 4.51
H -3.34 -0.04 0.86
H 3.60 -0.64 -1.97
H 4.49 0.37 7.31
H -5.29 5.83 -1.24
I 0.19 -2.45 1.67
H 1.31 -4.77 7.89
H 1.52 0.11 0.94
H 6.67 0.28 -4.80
P -0.44 -1.94 -1.38
C 1.07 0.81 -1.09
H 1.90 -0.99 -0.35
N -0.13 -0.98 0.14
C -3.66 1.72 -4.32
C -2.65 -0.49 0.14
H 1.43 3.89 -2.85
H -2.05 -3.35 -1.60
H -4.82 -0.88 -1.19
C -4.29 -0.26 -3.17
C 5.68 -0.09 -4.58
H 5.13 -1.88 6.51
H 0.87 -2.12 -1.81
H -2.79 -1.57 0.24
N 0.40 2.40 -3.82
H -4.54 -1.09 -3.83
P -0.35 2.34 1.72
H 0.49 -6.30 3.26
C 5.23 -0.14 -3.27
H 2.94 -1.33 -6.14
H 2.76 1.66 6.11
H 5.87 0.19 -2.47
H -4.18 2.29 -2.33
H -0.50 1.95 -3.92
H 1.08 0.31 -2.06
H 2.33 -1.54 3.30
H 0.91 -3.91 3.73
O -2.94 -0.01 -1.15
H -0.90 1.30 -1.82
H -5.99 5.28 -3.35
H -3.52 -1.83 -1.91
S -1.04 4.13 1.93
C 4.37 -1.31 5.98
C -4.78 4.96 -1.63
O 1.23 2.23 1.59
H 0.47 -7.93 5.12
H -3.79 5.28 -1.94
C -1.01 1.43 0.28
H 1.14 1.72 -3.74
O -0.65 1.46 3.03
H 0.87 -7.16 7.43
H -4.72 4.24 -0.82

The maximum force is 0.037 hartree/bohr. The HOMO energy comes out at -0.41847 Eh. The calculation puts the LUMO energy at -4.9 eV. Its charge is +1. The calculation puts the total energy at -86225.1615 eV.

Atomic partial charges in e from the Mulliken method, atoms 1 to 6:
1 H 0.399
2 O -0.487
3 C -0.010
4 C -0.926
5 C 1.249
6 N -0.815